No. 1
Below is a 2-piece molecular cluster, C6H7B2F2O8 overall, with properties calculated with ωB97M-V with the def2-TZVPD basis set.

```
25
Properties=species:S:1:pos:R:3:forces:R:3:lowdin_charge:R:1
O 3.59054 3.25899 1.73994 -1.7862 -3.0092 -2.0702 0.07
C 2.89286 2.46584 1.09994 -0.7988 0.1802 -0.8490 -0.37
C 1.52736 2.72497 0.26082 -0.2183 -0.6935 0.5983 -0.05
C 0.67256 1.56249 0.97352 0.9635 0.9978 0.0575 -0.17
B -0.89714 1.36049 0.58889 -1.4807 -0.3270 -0.0318 -0.46
O -1.83407 1.40716 1.70516 1.8573 0.9226 -1.5733 0.08
O -1.44579 1.16104 -0.72498 1.1726 1.7715 2.2591 0.10
C 1.72900 0.37996 0.76198 -0.2211 0.4878 0.7299 -0.10
O 3.03763 1.04905 0.93722 0.2909 2.1867 1.2602 -0.07
H 1.09321 3.78189 0.36369 0.8319 -1.6212 -0.2681 0.13
H 1.61840 2.31283 -0.81071 0.2332 1.2869 1.3860 0.14
H 0.71276 1.88642 2.07416 -0.0977 -0.8710 -1.1495 0.14
H -1.45133 2.04107 2.35271 -0.3370 -1.0519 -0.3121 0.09
H -1.35317 2.03395 -1.17398 -0.0654 -1.1220 0.0339 0.12
H 1.74874 -0.13460 -0.26187 -0.4230 0.7792 1.7871 0.13
H 1.63160 -0.30920 1.66290 0.2115 0.4305 -1.5855 0.15
B -1.72930 -4.12805 -1.04054 -0.6674 -2.1724 0.4228 -1.00
O -2.63265 -3.12446 -1.63320 0.5902 0.5395 0.0584 0.22
C -1.94973 -1.98730 -1.73534 -2.9169 0.4679 -1.1276 -0.41
O -2.39239 -0.95781 -2.18052 0.2754 -0.4269 -0.0259 0.13
C -0.59043 -2.18437 -1.22458 2.4954 -0.7601 1.0269 -0.39
O 0.27416 -1.34171 -1.17951 -0.1513 -0.0859 -0.1039 0.11
O -0.44480 -3.43713 -0.81180 -0.0975 0.8860 -0.2807 0.23
F -1.54611 -5.22164 -1.94360 -0.1194 0.8525 0.7356 0.09
F -2.26190 -4.59989 0.19972 0.4587 0.3517 -0.9783 0.09
```
Forces are in eV/Å.

Summary:
* M: 266.7 g mol⁻¹
* frontier orbital gap: 9.06 eV
* total charge: -1
* E_HOMO: -6.778 eV

No. 2
Below is C6H7BF2O3 in the gas phase, with properties calculated with ωB97M-V with the def2-TZVPD basis set.

```
19
Properties=species:S:1:pos:R:3:forces:R:3:lowdin_charge:R:1
O 0.67126 2.53974 1.31552 0.6070 -0.0781 0.3420 0.21
B -0.04576 2.01724 0.28610 0.0147 0.1404 -0.1042 -0.86
O -1.20554 2.53521 -0.20624 -0.5150 0.1240 -0.2639 0.21
O 0.39792 0.93608 -0.40904 0.0815 0.6742 -0.4390 0.14
C 1.11500 -0.17898 0.03657 -0.2251 -0.4080 0.2320 -0.24
C 1.25092 -1.08240 -1.17474 0.1424 0.0230 0.0577 -0.01
C 0.16721 -1.71920 -1.61876 0.3912 0.0568 0.0814 -0.07
C -1.10135 -1.59593 -0.92475 -0.4421 0.2563 0.3893 0.00
C -1.10790 -1.08972 0.30550 0.0763 -1.0875 0.1690 -0.21
F -2.22300 -0.93799 1.02947 0.1328 0.0929 -0.0741 0.10
C 0.20594 -0.89190 1.03900 0.2873 -0.1226 -0.3504 -0.20
F 0.05595 -0.14967 2.18226 -0.2604 0.3087 0.1679 0.04
H 0.32077 3.30944 1.75755 -0.1597 0.1328 0.0514 0.10
H -1.56643 3.31397 0.21534 0.0817 0.0970 0.1011 0.10
H 2.07437 0.10419 0.48071 -0.1071 -0.1298 0.0522 0.17
H 2.18166 -1.07735 -1.71740 0.1216 -0.1170 -0.0719 0.11
H 0.19229 -2.31271 -2.51927 0.0761 -0.0180 -0.1344 0.11
H -2.01561 -1.86138 -1.42844 -0.1866 -0.0283 0.0378 0.12
H 0.63232 -1.85863 1.35062 -0.1167 0.0832 -0.2439 0.18
```
Forces are in eV/Å.

Summary:
* relative energy (zero: lowest compared OMol25 entry of this formula, charge and spin): 0.0 kJ/mol
* M: 175.9 g mol⁻¹
* SMILES: OB(O)O[C@@H]1C=CC=C(F)[C@@H]1F
* frontier orbital gap: 9.05 eV
* E_HOMO: -8.711 eV

No. 3
Below is C6H7Br2N as an isolated structure, with properties calculated with ωB97M-V with the def2-TZVPD basis set.

```
16
Properties=species:S:1:pos:R:3:forces:R:3:lowdin_charge:R:1
C -1.05048 0.59485 -0.37506 0.7051 -1.0330 1.8001 -0.06
C -0.27881 0.71439 -1.39693 2.2270 0.8081 -3.4801 -0.13
C -0.53111 -0.13207 0.79549 -2.3939 -0.0924 -0.8230 -0.42
C 0.98961 -0.12391 -1.60643 0.1524 -1.6631 1.0782 -0.26
C 1.64042 -0.21264 -0.18077 -0.9185 0.0734 1.0724 -1.09
C -1.58463 -0.44241 1.79576 1.3892 -2.1826 2.5189 -0.04
N 0.64594 -0.51259 0.99363 3.2395 -0.2338 -1.9733 0.06
Br 2.30375 1.63769 0.15539 0.0924 -0.3949 0.1256 0.63
Br 3.24336 -1.44799 -0.00918 -1.5476 0.8296 -0.2867 0.56
H -2.01351 0.99182 -0.30482 -1.1468 0.9631 0.1160 0.10
H -0.45913 1.45779 -2.17595 -0.4168 -0.5010 -0.1064 0.12
H 0.62131 -1.20494 -1.91546 0.9475 2.0325 0.4207 0.16
H 1.75996 0.28617 -2.33154 -1.2518 -0.5403 0.8313 0.11
H -1.07456 -0.40147 2.76928 0.3059 -0.5705 -0.0382 0.08
H -1.94665 -1.53983 1.75418 0.0641 2.0524 -0.3150 0.13
H -2.26548 0.33515 2.03239 -1.4476 0.4525 -0.9406 0.06
```
Forces are in eV/Å.

Summary:
* relative energy (zero: lowest compared OMol25 entry of this formula, charge and spin): 90.6 kJ/mol
* M: 252.9 g mol⁻¹
* frontier orbital gap: 9.83 eV
* E_HOMO: -9.775 eV

No. 4
Below is C6H7BrO as an isolated structure, with properties calculated with ωB97M-V with the def2-TZVPD basis set.

```
15
Properties=species:S:1:pos:R:3:forces:R:3:lowdin_charge:R:1
C 0.17075 0.01898 0.98300 -4.3291 -1.3630 2.1250 0.04
C -1.73658 -0.40742 1.28069 4.0337 0.6722 -0.2704 -0.64
C -1.58128 -1.67499 1.00972 -1.6761 0.1033 -0.3440 -0.33
C 0.54909 0.34871 -0.21742 -2.2174 1.6351 1.4789 -0.40
C 1.91747 0.87344 -0.37874 -1.3212 -2.2923 -2.5752 -0.03
C -0.44584 0.14626 -1.32747 -0.1531 1.1811 -0.0396 -0.04
O -1.54655 -2.74796 0.51952 0.4847 0.7464 0.6639 0.12
Br -2.65085 0.88988 2.31080 0.4092 -1.1596 -0.5147 0.68
H 0.56644 -0.17938 1.96358 0.5675 0.5079 -0.1326 0.09
H 2.00857 1.68762 -1.03809 -0.0711 1.1757 -0.7196 0.08
H 2.25010 -0.00818 -0.91091 1.6195 -0.0487 -0.3257 0.10
H 2.39692 1.00908 0.51085 1.3538 0.3179 2.2562 0.06
H -0.06900 0.73916 -2.18132 -0.8617 -0.4292 0.0493 0.09
H -1.57869 0.18385 -1.07242 2.2703 0.5676 -0.3284 0.12
H -0.25055 -0.87903 -1.45178 -0.1089 -1.6143 -1.3231 0.06
```
Forces are in eV/Å.

Summary:
* relative energy (zero: lowest compared OMol25 entry of this formula, charge and spin): 441.3 kJ/mol
* M: 175.0 g mol⁻¹
* frontier orbital gap: 8.90 eV
* E_HOMO: -8.592 eV

Question: The highest E_HOMO belongs to which entry?
Answer: C6H7B2F2O8